[1]
This record from OMol25 describes a gas-phase ion, C5H12N2 (charge +1) at a distorted geometry. The level of theory is ωB97M-V/def2-TZVPD.

```
19
Properties=species:S:1:pos:R:3:nbo_charge:R:1
N -0.4287 -1.1346 0.7816 -0.14
C -0.7454 -1.8428 -0.4228 -0.29
C 0.3456 -1.3660 -1.4000 -0.40
C 0.6525 0.0770 -0.9512 -0.42
C 0.1961 0.1388 0.5350 -0.11
C -0.5870 1.3734 0.9786 -0.20
N 0.1649 2.5796 0.8320 -0.80
H 0.0787 -1.7029 1.4597 0.42
H -0.7527 -2.9243 -0.3390 0.26
H -1.7348 -1.5710 -0.8101 0.27
H 0.0283 -1.3716 -2.4395 0.26
H 1.2451 -1.9700 -1.3236 0.23
H 1.6398 0.5018 -1.0826 0.25
H -0.0401 0.7212 -1.5000 0.23
H 1.1292 0.1555 1.1147 0.25
H -1.5200 1.3999 0.4097 0.21
H -0.9033 1.2267 2.0166 0.21
H 0.1170 3.1794 1.6413 0.39
H 1.1148 2.5298 0.4997 0.38
```

2S+1: 2
Electronic energy, eV: -8351.0148
Energy above the lowest of the compared OMol25 structures with the same formula, charge and spin, kJ/mol: 149.91
Total charge: +1
Frontier orbital gap (alpha / beta), eV: 10.40 / 5.11
Maximum force, eV Å⁻¹: 2.2

***

[2]
This record from OMol25 describes a molecular structure, C2Na7O6 at a distorted geometry. The level of theory is ωB97M-V/def2-TZVPD.

```
15
Properties=species:S:1:pos:R:3:nbo_charge:R:1
Na -0.7781 -2.1171 0.1333 0.98
Na -1.9427 4.4403 0.0589 0.10
Na -0.9229 -0.3598 3.6217 0.94
Na -2.0065 2.3354 -2.2917 0.82
Na 2.1084 -0.3780 0.4207 0.95
Na 1.0064 2.9063 0.6523 0.55
Na -3.3639 1.5999 1.3048 0.68
C 2.3709 -2.7882 -1.2882 0.87
O 2.9162 -2.8770 -0.2242 -0.71
O 1.2915 -2.2245 -1.4347 -0.81
O 2.8579 -3.3139 -2.2668 -0.32
C -0.9524 0.6936 0.2462 0.88
O -1.4759 0.2269 1.2626 -1.03
O -0.0281 0.0477 -0.0891 -0.92
O -1.0808 1.8085 -0.1057 -0.98
```

2S+1: 2
Electronic energy, eV: -45261.1355
Total charge: +2
Frontier orbital gap (alpha / beta), eV: 3.51 / 3.51
Maximum force, eV Å⁻¹: 10.8

***

[3]
This record from OMol25 describes a gas-phase ion, C6H9N2O2 (charge +1) at a distorted geometry. The level of theory is ωB97M-V/def2-TZVPD.

```
19
Properties=species:S:1:pos:R:3:nbo_charge:R:1
C 2.6680 -0.2362 -0.1273 -0.40
N 1.2689 -0.3561 0.0847 -0.40
C 0.5061 -1.5564 0.1629 -0.34
C -0.9352 -1.2195 0.0796 0.74
O -1.9528 -1.8256 0.0567 -0.40
N -0.9472 0.3321 0.0589 -0.37
C -1.8721 1.0430 -0.7616 -0.22
C -1.9919 1.0855 0.7127 -0.21
C 0.5308 0.7476 0.1318 0.81
O 0.8234 1.8831 0.0765 -0.51
H 3.0848 -1.3606 -0.2523 0.23
H 2.8214 0.2547 -0.9713 0.22
H 3.2090 0.3513 0.7475 0.25
H 0.5815 -2.2321 1.0176 0.27
H 0.8741 -2.0654 -0.7319 0.27
H -2.6016 0.4829 -1.3846 0.27
H -1.4259 2.0715 -1.1962 0.28
H -1.7634 1.9749 1.1520 0.25
H -2.8779 0.6254 1.1442 0.26
```

Electronic energy, eV: -13434.0602
Energy above the lowest of the compared OMol25 structures with the same formula, charge and spin, kJ/mol: 287.91
Total charge: +1
Frontier orbital gap, eV: 10.43
Maximum force, eV Å⁻¹: 6.6

***

[4]
This record from OMol25 describes 2 unconnected molecules or ions with the total composition C3H8NS. The level of theory is ωB97M-V/def2-TZVPD.

```
13
Properties=species:S:1:pos:R:3:nbo_charge:R:1
C -0.8351 2.2251 -0.5958 -0.75
S -1.9227 1.1470 0.3647 -0.72
H 0.0087 1.7236 -1.0819 0.17
H -1.3737 2.7259 -1.4059 0.16
H -0.3790 3.0418 -0.0337 0.16
C 2.6288 -2.2183 0.1689 -1.26
C 1.7792 -1.1885 0.0232 -0.09
N 0.4065 -1.2631 -0.1064 -0.88
H 2.2609 -3.2303 0.3066 0.14
H 3.6847 -2.0333 0.0075 0.13
H 2.2401 -0.2259 -0.1928 0.15
H 0.0899 -2.1464 -0.4619 0.36
H -0.2420 -0.4943 0.0709 0.43
```

2S+1: 2
Electronic energy, eV: -15562.0110
Energy above the lowest of the compared OMol25 structures with the same formula, charge and spin, kJ/mol: 48.05
Total charge: -2
Frontier orbital gap (alpha / beta), eV: 2.00 / 6.39
Maximum force, eV Å⁻¹: 0.7

***

[5]
This record from OMol25 describes a molecular structure, C38H36GeN4O2S4SbTc at a distorted geometry. The level of theory is ωB97M-V/def2-TZVPD.

```
87
Properties=species:S:1:pos:R:3:lowdin_charge:R:1
Tc -1.8318 -0.9785 -1.4911 0.79
S 5.3807 -3.6041 2.5914 -0.26
Sb 5.5118 -5.0365 0.7828 0.22
S -3.9267 -1.9098 -1.5206 -0.09
S -3.3938 -0.8405 -3.2740 -0.08
S 3.4803 -5.8982 0.4158 -0.29
C -1.9948 0.6335 -0.5792 -0.53
Ge -2.3528 2.3381 -1.5290 0.94
C -2.0440 2.7432 -3.3986 -0.25
C -3.0230 2.5921 -4.4552 -0.11
C -2.6631 2.8215 -5.7700 -0.11
C -1.3925 3.3108 -6.0626 -0.09
C -0.4567 3.5800 -5.0280 -0.09
C -0.7710 3.2225 -3.7367 -0.12
C -1.4616 3.6505 -0.4089 -0.27
C -2.0076 4.8896 -0.0269 -0.10
C -1.2924 5.7568 0.7495 -0.10
C -0.0313 5.3930 1.2336 -0.11
C 0.5091 4.1776 0.8813 -0.09
C -0.2244 3.2842 0.0999 -0.15
C -4.2689 2.5432 -1.3897 -0.28
C -4.9062 1.5883 -0.6377 -0.15
C -6.2497 1.6542 -0.3238 -0.05
C -7.0581 2.7703 -0.7662 -0.07
C -6.4006 3.7694 -1.5041 -0.10
C -5.0402 3.6436 -1.8756 -0.09
H -4.0231 2.1750 -4.2656 0.09
H -3.3534 2.5403 -6.5994 0.11
H -0.9642 3.4501 -7.0131 0.07
H 0.5313 3.9263 -5.3078 0.09
H -0.1095 3.3925 -2.9523 0.07
H -2.8510 5.2690 -0.5913 0.09
H -1.6787 6.7536 1.0308 0.11
H 0.4994 6.1227 1.7373 0.07
H 1.6155 3.9130 1.1327 0.13
H 0.1211 2.2597 -0.1597 0.09
H -4.3702 0.7474 -0.3359 0.02
H -6.6907 0.9365 0.2762 0.07
H -8.0965 2.7362 -0.5819 0.07
H -6.9538 4.6900 -1.7628 0.09
H -4.3834 4.3854 -2.3029 0.08
C -1.9081 0.7493 0.9409 -0.18
H -1.3692 1.6156 1.1942 0.02
H -1.4734 -0.1585 1.4044 0.06
H -2.8498 0.7727 1.4654 0.06
O -0.3106 -1.5673 -2.8301 -0.27
N 0.0169 -2.8159 -2.7042 -0.22
C 1.3156 -3.0674 -2.4102 0.00
C 1.7317 -4.2957 -2.0017 -0.06
C 0.7632 -5.2921 -1.9808 -0.08
C -0.5291 -5.0650 -2.3162 -0.06
C -0.9121 -3.7965 -2.7148 -0.05
H 1.8734 -2.1444 -2.3193 0.15
H 2.7284 -4.3564 -1.6583 0.04
H 1.0448 -6.1837 -1.4942 0.08
H -1.3537 -5.8436 -2.3733 0.15
H -1.9036 -3.4029 -3.1362 0.11
C 6.2959 -2.6128 6.3443 -0.07
C 5.6031 -1.6626 5.4443 -0.28
C 6.2374 -0.7326 4.5824 -0.07
C 5.5867 -0.1407 3.5234 -0.04
C 4.1581 -0.2751 3.3178 -0.24
N 3.4258 0.3602 2.2628 0.13
C 2.5309 -0.2476 1.3677 -0.46
O 1.8391 0.4208 0.5782 0.03
N 2.3994 -1.5930 1.5891 0.15
C 1.2558 -2.2484 1.1948 -0.18
C 1.0750 -3.5970 1.3823 -0.05
C -0.0975 -4.2157 1.0366 -0.08
C -1.0697 -3.5567 0.3287 -0.13
N -0.8815 -2.2445 0.0283 -0.06
C 0.1957 -1.6314 0.4669 -0.10
C 3.5363 -1.1488 4.1909 -0.09
C 4.1904 -1.8728 5.1757 -0.07
H 5.5503 -3.2494 6.8927 0.09
H 6.9587 -2.2066 7.0997 0.07
H 6.8762 -3.2691 5.7278 0.07
H 7.2964 -0.5650 4.6327 0.10
H 6.1241 0.5163 2.9230 0.08
H 3.6207 1.3472 2.1068 0.15
H 3.1854 -2.1578 1.9291 0.07
H 1.7861 -4.2758 1.9998 0.11
H -0.3328 -5.1823 1.2931 0.09
H -2.0169 -4.0193 0.0751 0.11
H 0.2593 -0.5935 0.3148 0.05
H 2.4371 -1.2488 4.1093 0.13
H 3.7269 -2.6381 5.7356 0.09
```

2S+1: 2
Electronic energy, eV: -158637.8552
Energy above the lowest of the compared OMol25 structures with the same formula, charge and spin, kJ/mol: 269.40
Total charge: -1
Frontier orbital gap (alpha / beta), eV: 5.81 / 6.10
Maximum force, eV Å⁻¹: 3.8

***

[6]
This record from OMol25 describes a gas-phase ion, C7H7N2O (charge +1) at a distorted geometry. The level of theory is ωB97M-V/def2-TZVPD.

```
17
Properties=species:S:1:pos:R:3:nbo_charge:R:1
C -0.8490 0.2204 -2.0503 0.55
C -0.3912 1.4007 0.0045 -0.31
C 0.4028 -1.0657 1.2712 -0.35
C -1.3195 0.4470 -0.6814 -0.25
C 0.6087 -0.3467 -2.2649 -0.34
C 0.2939 -1.2747 -0.2137 0.12
C -0.2875 -0.1241 0.2919 -0.15
N 0.7705 -2.2032 -3.7574 0.21
N 0.7678 -1.2670 -3.1603 0.10
O -1.5890 0.2808 -2.9861 -0.44
H 0.4943 2.0263 -0.3825 0.26
H -0.8527 1.8294 0.7865 0.24
H -0.3059 -1.6074 1.9456 0.26
H 1.3238 -0.5192 1.6287 0.28
H -2.4169 0.4385 -0.4568 0.30
H 1.3206 0.4378 -2.1435 0.27
H -0.1645 -2.1441 -0.6506 0.24
```

Electronic energy, eV: -12385.0502
Energy above the lowest of the compared OMol25 structures with the same formula, charge and spin, kJ/mol: 735.56
Total charge: +1
Frontier orbital gap (alpha / beta), eV: 7.20 / 7.21
Maximum force, eV Å⁻¹: 3.7

***

[7]
This record from OMol25 describes a molecular structure, C3H6InO4 at a distorted geometry. The level of theory is ωB97M-V/def2-TZVPD.

```
14
Properties=species:S:1:pos:R:3:nbo_charge:R:1
O -1.8615 0.6983 0.8679 -0.85
C -1.1370 -0.0253 -0.1219 -0.10
C 0.1115 0.7773 -0.4638 -0.10
O 0.9779 0.0326 -1.3169 -0.49
C 1.9388 -0.7919 -0.8961 0.96
O 2.6244 -1.3745 -1.6974 -0.52
O 2.1496 -0.9136 0.4048 -0.71
H -2.8056 0.6960 0.6752 0.53
H -1.7479 -0.1578 -1.0228 0.23
H -0.8830 -1.0255 0.2625 0.18
H 0.6413 1.1357 0.4327 0.19
H -0.1659 1.6771 -1.0243 0.23
In -1.2973 0.6429 2.9651 0.97
H 1.4549 -1.3713 0.9351 0.49
```

Electronic energy, eV: -16564.2465
Total charge: +1
Frontier orbital gap, eV: 8.45
Maximum force, eV Å⁻¹: 3.3